C2H5NS | ωB97M-V with the def2-TZVPD basis set

Geometry as ORCA input:
```
! wB97M-V def2-TZVPD RIJCOSX def2/J DEFGRID3
* xyz 0 1
S -0.22460 1.01970 1.90070
N 0.00876 -0.28903 0.81802
C 0.58545 0.05101 -0.60704
C -0.81978 -0.33611 -0.36083
H -1.59666 0.41338 -0.47684
H 1.29061 -0.68841 -0.94869
H -1.13858 -1.33526 -0.63156
H 0.63948 0.53755 2.79486
H 0.83125 1.08541 -0.77516
*
```

Summary:
Molar mass in g mol⁻¹: 75.14
SMILES: SN1CC1
Lowest unoccupied orbital energy in eV: 1.054
Kohn-Sham gap in eV: 9.675
E_HOMO in eV: -8.621
Energy relative to the best compared isomer or geometry (same formula, charge and spin) in kcal/mol: 44.5